No. 1
Entry from the OMol25 dataset: 6 unconnected molecules or ions with the total composition C44H85N8O8 (ωB97M-V with the def2-TZVPD basis set).

The HOMO energy comes out at -0.401 hartree. The calculation puts the maximum force at 0.0188 hartree/bohr. As for the LUMO energy: -2.168 eV. The calculation puts the gap between HOMO and LUMO at 8.737 eV. The total charge is +1.

Positions of all 145 atoms, in Å:
C: 0.762 1.061 5.366
C: -0.303 0.023 4.914
C: -0.091 -0.464 3.463
C: -1.351 -0.292 2.595
C: -1.575 1.181 2.180
C: -1.010 1.603 0.808
N: 0.066 0.664 0.362
C: 0.658 0.966 -1.008
N: 2.043 1.343 -0.889
C: 2.920 0.438 -0.675
C: 2.650 -1.045 -0.579
C: 4.347 0.903 -0.517
C: -0.099 2.133 -1.654
C: 0.374 2.248 -3.121
C: -0.731 2.303 -4.183
C: -1.456 0.994 -4.531
O: -0.609 -0.144 -4.586
O: -1.493 1.954 -1.593
C: -2.083 1.854 -0.290
C: -3.090 0.703 -0.413
C: -2.423 -0.621 -0.841
C: -3.170 -1.333 -1.948
O: -4.363 -1.295 -2.088
N: -2.310 -2.059 -2.820
C: -1.567 -3.077 -2.100
C: -0.178 -3.042 -2.075
C: 0.529 -3.992 -1.350
C: -0.134 -4.985 -0.639
C: -1.526 -5.042 -0.689
C: -2.221 -4.094 -1.418
C: -2.799 3.184 0.076
C: -1.888 4.415 -0.093
C: -4.107 3.443 -0.704
C: -3.965 3.792 -2.205
C: -4.608 2.784 -3.161
H: 1.203 0.798 6.324
H: 1.561 1.098 4.635
H: 0.288 2.040 5.466
H: -1.308 0.431 5.042
H: -0.244 -0.828 5.592
H: 0.761 0.064 3.026
H: 0.109 -1.536 3.506
H: -2.204 -0.590 3.206
H: -1.341 -0.998 1.761
H: -1.078 1.796 2.934
H: -2.631 1.419 2.264
H: -0.505 2.555 0.956
H: -0.239 -0.308 0.386
H: 0.835 0.736 1.034
H: 0.485 0.090 -1.644
H: 2.372 -1.400 -1.580
H: 3.540 -1.597 -0.298
H: 1.821 -1.307 0.077
H: 4.708 1.267 -1.480
H: 4.990 0.076 -0.223
H: 4.394 1.686 0.234
H: 0.245 3.031 -1.130
H: 0.939 3.172 -3.221
H: 1.028 1.407 -3.357
H: -1.502 3.030 -3.922
H: -0.256 2.678 -5.094
H: -1.951 1.141 -5.493
H: -2.251 0.825 -3.798
H: -0.852 -0.706 -3.840
H: -3.809 0.945 -1.190
H: -3.669 0.562 0.498
H: -2.430 -1.319 0.001
H: -1.419 -0.466 -1.218
H: -2.909 -2.481 -3.527
H: 0.361 -2.282 -2.631
H: 1.612 -3.961 -1.335
H: 0.404 -5.714 -0.049
H: -2.044 -5.829 -0.156
H: -3.305 -4.132 -1.467
H: -3.079 3.166 1.133
H: -1.439 4.476 -1.080
H: -1.096 4.444 0.660
H: -2.485 5.311 0.078
H: -4.570 4.301 -0.213
H: -4.823 2.627 -0.602
H: -2.929 3.930 -2.507
H: -4.455 4.751 -2.383
H: -5.697 2.831 -3.149
H: -4.302 1.754 -2.974
H: -4.293 3.015 -4.183
C: -6.624 -5.814 -0.990
C: -5.577 -6.718 -1.602
O: -4.764 -7.320 -0.914
N: -5.565 -6.835 -2.954
C: -6.439 -6.194 -3.918
H: -6.504 -5.835 0.088
H: -6.505 -4.787 -1.341
H: -7.628 -6.158 -1.239
H: -4.850 -7.458 -3.306
H: -6.978 -6.946 -4.495
H: -5.854 -5.586 -4.610
H: -7.160 -5.557 -3.418
C: 5.926 2.289 5.436
C: 4.423 2.278 5.291
O: 3.839 1.383 4.688
N: 3.739 3.297 5.861
C: 4.275 4.425 6.611
H: 6.325 1.413 4.934
H: 6.352 3.183 4.982
H: 6.213 2.257 6.487
H: 2.740 3.234 5.737
H: 3.865 4.423 7.619
H: 3.996 5.359 6.119
H: 5.352 4.374 6.682
C: 3.228 1.687 -7.266
C: 4.223 0.607 -6.901
O: 5.360 0.602 -7.332
N: 3.795 -0.375 -6.056
C: 2.490 -0.525 -5.447
H: 3.717 2.386 -7.937
H: 2.361 1.260 -7.770
H: 2.895 2.224 -6.376
H: 4.502 -1.065 -5.855
H: 2.582 -0.509 -4.356
H: 2.040 -1.474 -5.743
H: 1.824 0.276 -5.747
C: 5.430 6.016 11.010
C: 5.774 6.340 9.576
O: 5.995 5.463 8.752
N: 5.831 7.649 9.226
C: 5.602 8.814 10.061
H: 5.427 4.936 11.125
H: 6.169 6.440 11.690
H: 4.445 6.403 11.270
H: 6.070 7.799 8.258
H: 4.777 9.407 9.665
H: 6.495 9.440 10.089
H: 5.358 8.515 11.075
C: -1.240 -6.830 -4.523
C: -1.795 -8.232 -4.412
O: -2.800 -8.573 -5.014
N: -1.138 -9.103 -3.605
C: 0.054 -8.870 -2.815
H: -1.875 -6.263 -5.196
H: -1.246 -6.352 -3.540
H: -0.225 -6.841 -4.922
H: -1.561 -10.018 -3.572
H: 0.851 -9.550 -3.122
H: -0.156 -9.040 -1.758
H: 0.402 -7.850 -2.940

These are the Löwdin partial charges, in e, on atoms 1 to 5: atom 1 (C): -0.103, atom 2 (C): -0.229, atom 3 (C): -0.201, atom 4 (C): -0.187, atom 5 (C): -0.097

---

No. 2
Entry from the OMol25 dataset: a single C2H4NPS molecule in a non-equilibrium geometry (ωB97M-V with the def2-TZVPD basis set).

The HOMO energy comes out at -0.320 hartree. Its structure (SMILES) is S=PN1CC1. The calculation puts the maximum force at 0.0497 hartree/bohr. As for the LUMO energy: -0.254 eV. The calculation puts the gap between HOMO and LUMO at 8.447 eV. The total charge is 0.

Positions of all 9 atoms, in Å:
S: 3.175 0.727 -0.098
P: 1.938 -0.768 0.135
N: 0.407 -0.233 0.191
C: -0.639 0.745 0.102
C: -0.926 -0.691 -0.181
H: -0.393 1.590 -0.674
H: -1.031 1.044 1.158
H: -1.569 -1.221 0.529
H: -0.962 -1.194 -1.162

These are the Löwdin partial charges, in e, on atoms 1 to 5: atom 1 (S): -0.011, atom 2 (P): 0.360, atom 3 (N): -0.507, atom 4 (C): -0.157, atom 5 (C): -0.173

---

No. 3
Entry from the OMol25 dataset: 2 unconnected molecules or ions with the total composition C6H14N2 in a non-equilibrium geometry (ωB97M-V with the def2-TZVPD basis set).

The HOMO energy comes out at -0.296 hartree. Its structure (SMILES) is C/C=C\N.CC(C)=N. The calculation puts the maximum force at 0.0827 hartree/bohr. As for the LUMO energy: 0.841 eV. The calculation puts the gap between HOMO and LUMO at 8.903 eV. The total charge is 0.

Positions of all 22 atoms, in Å:
C: 2.404 -0.572 -0.687
C: 1.423 0.570 -0.721
C: 1.153 1.313 0.387
N: 1.103 0.824 1.675
H: 3.289 -0.373 -1.288
H: 1.929 -1.479 -1.062
H: 2.756 -0.834 0.312
H: 1.415 1.110 -1.658
H: 0.812 2.334 0.286
H: 1.664 0.003 1.851
H: 1.023 1.506 2.413
C: -0.923 -1.442 0.063
C: -1.893 -0.419 -0.481
C: -1.933 1.030 0.113
N: -3.035 -0.793 -0.926
H: -1.407 -2.403 0.233
H: -0.436 -1.100 0.974
H: -0.283 -1.689 -0.786
H: -2.971 1.341 0.175
H: -1.494 1.682 -0.642
H: -1.537 1.109 1.124
H: -3.060 -1.717 -1.354

These are the Löwdin partial charges, in e, on atoms 1 to 5: atom 1 (C): -0.121, atom 2 (C): -0.190, atom 3 (C): -0.258, atom 4 (N): 0.055, atom 5 (H): 0.070

---

No. 4
Entry from the OMol25 dataset: a molecular structure, C5H10O2 (ωB97M-V with the def2-TZVPD basis set).

The HOMO energy comes out at -0.339 hartree. The calculation puts the maximum force at 0.0090 hartree/bohr. As for the LUMO energy: 0.960 eV. The calculation puts the gap between HOMO and LUMO at 10.175 eV. The total charge is 0.

Positions of all 17 atoms, in Å:
C: 1.439 -0.847 -0.411
C: 1.342 -0.352 1.026
O: 0.393 0.700 1.084
C: -0.736 0.258 0.367
C: -1.738 1.384 0.227
C: -0.269 -0.220 -1.011
O: -0.891 -1.224 -1.608
H: 1.718 -1.913 -0.458
H: 0.346 -1.373 -1.062
H: 2.124 -0.281 -1.044
H: 1.027 -1.174 1.686
H: 2.292 0.045 1.395
H: -1.193 -0.615 0.861
H: -2.590 1.052 -0.375
H: -2.100 1.694 1.211
H: -1.272 2.248 -0.259
H: 0.108 0.618 -1.629

These are the Löwdin partial charges, in e, on atoms 1 to 5: atom 1 (C): -0.052, atom 2 (C): -0.212, atom 3 (O): -0.096, atom 4 (C): -0.377, atom 5 (C): -0.017

---

No. 5
Entry from the OMol25 dataset: a single C15H14ClNO2 molecule in a non-equilibrium geometry (ωB97M-V with the def2-TZVPD basis set).

The HOMO energy comes out at -0.287 hartree. Its structure (SMILES) is Clc1ccc2c(c1)[C@H]1OCC[C@H]1[C@@H](c1ccco1)N2. The calculation puts the maximum force at 0.0206 hartree/bohr. As for the LUMO energy: 0.764 eV. The calculation puts the gap between HOMO and LUMO at 8.566 eV. The total charge is 0.

Positions of all 33 atoms, in Å:
Cl: 0.298 -4.404 -1.272
C: 0.258 -2.988 -0.276
C: -0.361 -3.037 0.962
C: -0.401 -1.901 1.743
C: 0.177 -0.708 1.307
C: 0.823 -0.682 0.065
C: 0.853 -1.822 -0.721
C: 1.496 0.571 -0.418
O: 0.796 1.146 -1.509
C: 1.233 2.482 -1.631
C: 1.732 2.937 -0.243
C: 1.565 1.690 0.630
C: 0.276 1.706 1.476
C: -0.949 2.040 0.668
C: -1.536 3.239 0.382
C: -2.662 2.944 -0.425
C: -2.677 1.591 -0.556
O: -1.652 1.039 0.106
N: 0.165 0.411 2.117
H: -0.816 -3.953 1.306
H: -0.892 -1.928 2.705
H: 1.336 -1.787 -1.685
H: 2.524 0.324 -0.744
H: 2.044 2.542 -2.371
H: 0.386 3.070 -1.991
H: 2.779 3.235 -0.290
H: 1.152 3.774 0.137
H: 2.405 1.537 1.310
H: 0.387 2.468 2.258
H: -1.217 4.209 0.706
H: -3.357 3.644 -0.840
H: -3.341 0.926 -1.072
H: -0.516 0.370 2.862

These are the Löwdin partial charges, in e, on atoms 1 to 5: atom 1 (Cl): 0.652, atom 2 (C): -0.677, atom 3 (C): -0.107, atom 4 (C): -0.015, atom 5 (C): -0.216

---

No. 6
Entry from the OMol25 dataset: 3 unconnected molecules or ions with the total composition C12H15F9O6 in a non-equilibrium geometry (ωB97M-V with the def2-TZVPD basis set).

The HOMO energy comes out at -0.403 hartree. Its structure (SMILES) is CCOC(=O)C(F)(F)F.CCOC(=O)C(F)(F)F.CCOC(=O)C(F)(F)F. The calculation puts the maximum force at 0.1485 hartree/bohr. As for the LUMO energy: 0.404 eV. The calculation puts the gap between HOMO and LUMO at 11.371 eV. The total charge is 0.

Positions of all 42 atoms, in Å:
C: 3.191 4.265 -1.507
C: 2.667 3.432 -0.505
O: 3.611 2.502 0.003
C: 3.182 1.412 0.638
O: 2.034 1.156 0.888
C: 4.240 0.430 1.129
F: 5.529 0.792 0.901
F: 4.031 0.338 2.498
F: 4.085 -0.757 0.507
H: 3.910 4.981 -1.057
H: 2.258 4.917 -2.086
H: 3.921 3.711 -2.267
H: 1.962 2.866 -0.985
H: 2.340 3.775 0.354
C: 0.199 -1.156 -1.405
C: -0.964 -1.002 -2.336
O: -1.608 -2.171 -2.357
C: -2.681 -2.316 -3.209
O: -2.883 -1.571 -4.118
C: -3.483 -3.676 -3.075
F: -4.687 -3.281 -3.388
F: -2.982 -4.596 -4.013
F: -3.394 -4.136 -1.820
H: 0.836 -0.267 -1.216
H: 0.819 -1.782 -1.744
H: -0.202 -1.504 -0.491
H: -0.450 -0.662 -3.224
H: -1.439 0.017 -1.966
C: 0.201 0.066 3.672
C: -0.440 -0.036 2.319
O: -1.848 -0.347 2.623
C: -2.751 -0.675 1.651
O: -2.570 -0.463 0.504
C: -4.005 -1.191 2.220
F: -4.563 -2.013 1.355
F: -3.863 -1.793 3.402
F: -4.813 -0.113 2.361
H: -0.217 0.888 4.295
H: 1.260 0.385 3.567
H: 0.123 -0.641 4.330
H: -0.130 -0.812 1.608
H: -0.426 1.030 1.945

These are the Löwdin partial charges, in e, on atoms 1 to 5: atom 1 (C): -0.087, atom 2 (C): -0.284, atom 3 (O): 0.058, atom 4 (C): -0.371, atom 5 (O): 0.149

---

No. 7
Entry from the OMol25 dataset: a molecular structure, C44H62BN9O3PSSc in a non-equilibrium geometry (ωB97M-V with the def2-TZVPD basis set).

The HOMO energy comes out at -0.208 hartree. The calculation puts the maximum force at 0.0274 hartree/bohr. As for the LUMO energy: 0.044 eV. The calculation puts the gap between HOMO and LUMO at 5.715 eV. The total charge is 0.

Positions of all 122 atoms, in Å:
Sc: 0.498 -0.334 0.097
C: 2.504 -1.775 5.566
N: 1.744 -1.125 4.498
C: 0.873 -0.072 4.661
C: 0.375 0.205 3.427
N: 0.921 -0.662 2.517
C: 1.734 -1.449 3.175
P: 2.854 -2.642 2.414
C: 3.648 -1.518 1.207
N: 3.070 -1.050 0.128
C: 4.019 -0.341 -0.562
C: 5.201 -0.392 0.123
N: 4.958 -1.152 1.245
C: 5.915 -1.432 2.316
C: 1.717 -3.450 1.247
N: 1.053 -2.849 0.280
C: 0.621 -3.831 -0.576
C: 1.013 -5.047 -0.100
N: 1.717 -4.797 1.050
C: 2.304 -5.813 1.927
H: 2.159 -1.386 6.518
H: 3.569 -1.573 5.471
H: 2.348 -2.850 5.550
H: 0.685 0.374 5.626
H: -0.330 0.966 3.132
H: 3.782 0.154 -1.498
H: 6.174 0.038 -0.076
H: 6.855 -0.947 2.077
H: 6.088 -2.501 2.416
H: 5.559 -1.040 3.266
H: 0.064 -3.593 -1.473
H: 0.852 -6.051 -0.465
H: 1.883 -6.778 1.667
H: 2.066 -5.599 2.964
H: 3.385 -5.856 1.814
C: -1.064 3.742 -2.148
C: -2.076 2.787 -1.557
C: -3.443 3.008 -1.721
C: -4.335 2.146 -1.097
C: -5.824 2.377 -1.215
C: -3.886 1.052 -0.356
C: -2.511 0.741 -0.217
C: -1.667 1.698 -0.819
N: -1.887 -0.324 0.411
C: -2.589 -1.522 0.933
C: -2.019 -1.861 2.320
C: -2.513 -3.209 2.858
C: -2.103 -4.321 1.878
C: -2.737 -4.045 0.508
C: -4.261 -4.008 0.646
C: -4.640 -2.876 1.612
C: -4.038 -3.169 2.992
C: -4.128 -1.520 1.077
C: -2.266 -2.685 -0.014
H: -1.535 4.405 -2.876
H: -0.250 3.208 -2.646
H: -0.609 4.363 -1.366
H: -3.799 3.852 -2.307
H: -6.038 3.324 -1.713
H: -6.298 2.396 -0.230
H: -6.301 1.579 -1.791
H: -4.650 0.471 0.127
H: -0.619 1.579 -0.659
H: -2.281 -1.050 3.009
H: -0.939 -1.894 2.238
H: -2.059 -3.396 3.837
H: -2.431 -5.298 2.253
H: -1.007 -4.348 1.784
H: -2.446 -4.832 -0.197
H: -4.636 -4.966 1.024
H: -4.720 -3.834 -0.334
H: -5.728 -2.820 1.692
H: -4.417 -4.124 3.375
H: -4.329 -2.389 3.705
H: -4.435 -0.731 1.771
H: -4.597 -1.341 0.110
H: -2.719 -2.469 -0.991
H: -1.199 -2.689 -0.158
C: 3.039 2.874 1.582
C: 1.915 2.554 0.618
C: 2.188 3.069 -0.776
O: 1.586 1.230 0.657
H: 3.247 3.947 1.577
H: 3.940 2.327 1.266
H: 2.771 2.563 2.593
H: 3.196 2.741 -1.064
H: 2.133 4.155 -0.822
H: 1.483 2.628 -1.479
C: 2.086 7.755 -0.616
C: 1.085 7.078 0.274
C: 0.053 7.771 0.879
C: -0.816 7.029 1.659
N: -0.709 5.715 1.820
C: 0.314 5.127 1.178
S: 0.341 3.385 1.387
N: 1.227 5.759 0.436
H: 2.062 8.837 -0.504
H: 1.866 7.508 -1.658
H: 3.089 7.384 -0.398
H: -0.064 8.840 0.756
H: -1.635 7.509 2.187
C: 1.248 1.142 -5.346
C: 1.191 -0.081 -4.460
C: 2.285 -1.064 -4.855
O: 1.453 0.319 -3.097
B: 0.644 -0.428 -2.248
O: -0.251 -1.194 -2.989
C: -0.212 -0.749 -4.363
C: -0.402 -1.941 -5.277
C: -1.361 0.234 -4.534
H: 2.269 1.536 -5.358
H: 0.582 1.928 -4.984
H: 0.966 0.884 -6.372
H: 3.254 -0.576 -4.724
H: 2.191 -1.379 -5.898
H: 2.260 -1.948 -4.212
H: 0.294 -2.746 -5.032
H: -0.258 -1.654 -6.323
H: -1.419 -2.323 -5.164
H: -1.243 1.097 -3.870
H: -2.292 -0.266 -4.253
H: -1.444 0.582 -5.568

These are the Löwdin partial charges, in e, on atoms 1 to 5: atom 1 (Sc): 1.009, atom 2 (C): -0.028, atom 3 (N): -0.116, atom 4 (C): -0.033, atom 5 (C): -0.107

---

No. 8
Entry from the OMol25 dataset: 2 unconnected molecules or ions with the total composition C26H24F2O4 in a non-equilibrium geometry (ωB97M-V with the def2-TZVPD basis set).

The HOMO energy comes out at -0.254 hartree. The calculation puts the maximum force at 0.0433 hartree/bohr. As for the LUMO energy: -1.973 eV. The calculation puts the gap between HOMO and LUMO at 4.938 eV. The total charge is 0.

Positions of all 56 atoms, in Å:
F: -1.626 1.445 5.065
C: -1.950 1.358 3.737
C: -2.417 2.500 3.085
C: -2.843 2.370 1.778
C: -2.779 1.136 1.069
C: -3.304 1.087 -0.259
C: -3.117 -0.016 -1.156
C: -2.848 0.225 -2.531
C: -2.661 -0.809 -3.431
C: -2.778 -2.118 -2.965
F: -2.647 -3.147 -3.861
C: -3.053 -2.422 -1.634
C: -3.226 -1.370 -0.744
C: -2.154 0.049 1.750
C: -1.813 0.130 3.095
H: -2.460 3.454 3.601
H: -3.246 3.237 1.261
H: -3.525 2.052 -0.715
H: -2.767 1.260 -2.865
H: -2.446 -0.614 -4.479
H: -3.142 -3.456 -1.308
H: -3.493 -1.588 0.291
H: -1.919 -0.867 1.214
H: -1.431 -0.734 3.635
C: -6.736 4.023 -4.334
C: -6.238 2.704 -3.830
O: -6.259 2.791 -2.388
C: -6.057 1.591 -1.821
C: -6.010 1.553 -0.354
C: -6.194 2.806 0.410
O: -5.695 3.018 1.521
O: -6.950 3.755 -0.167
C: -7.206 4.926 0.658
C: -7.656 6.013 -0.275
C: -6.224 0.315 0.323
C: -6.230 0.225 1.746
C: -6.388 -0.994 2.398
C: -6.537 -2.180 1.670
C: -6.490 -2.131 0.273
C: -6.360 -0.914 -0.382
O: -5.898 0.611 -2.564
H: -6.678 4.048 -5.424
H: -7.784 4.167 -4.052
H: -6.153 4.858 -3.938
H: -6.887 1.888 -4.168
H: -5.206 2.497 -4.143
H: -7.983 4.666 1.388
H: -6.288 5.210 1.183
H: -7.951 6.901 0.289
H: -6.838 6.301 -0.943
H: -8.505 5.690 -0.886
H: -6.080 1.141 2.311
H: -6.396 -1.009 3.488
H: -6.677 -3.134 2.182
H: -6.559 -3.041 -0.325
H: -6.334 -0.884 -1.465

These are the Löwdin partial charges, in e, on atoms 1 to 5: atom 1 (F): 0.051, atom 2 (C): -0.231, atom 3 (C): 0.015, atom 4 (C): -0.006, atom 5 (C): -0.179